Density functional theory data (ωB97M-V/def2-TZVPD) for a cluster of 2 separate species, C2H2F2I2O in total at a distorted geometry.

```
9
Properties=species:S:1:pos:R:3:forces:R:3:lowdin_charge:R:1
C -1.2950 -0.0880 0.6422 0.37 1.18 2.91 -0.86
C 1.0174 1.7152 1.5139 -1.37 0.54 2.04 -0.45
O -0.9021 -1.1523 0.3400 -0.03 -0.04 -0.20 -0.04
F 1.9429 1.2229 2.3452 -0.22 1.08 -0.62 -0.02
F 1.0127 3.0744 1.6558 0.89 -1.41 0.06 -0.06
I -2.2768 1.3026 -0.6126 -0.27 0.22 -0.52 0.73
I 1.8625 1.2845 -0.8061 0.69 0.29 -1.57 0.82
H -1.1838 0.4490 1.7163 -0.20 -1.43 -2.17 0.08
H 1.2095 2.7533 -1.0609 0.13 -0.44 0.05 -0.20
```
Positions in Å, forces in eV/Å.

ΔE to the lowest compared entry with this formula, charge and spin: 79.8 kcal per mole
2S+1: 1
Kohn-Sham gap: 8.64 eV
HOMO: -9.00 eV